[1]
Density functional theory data (ωB97M-V/def2-TZVPD) for an isolated molecule of C19H19N3OS in a non-equilibrium geometry.

Each line ends with the natural charge from an NBO analysis.
Cartesian coordinates (Å):
C  2.519  -1.754  2.083  -0.1962
C  2.053  -1.255  1.108  -0.0203
C  1.362  -0.771  -0.108  -0.1852
C  1.901  0.656  -0.346  0.0185
C  3.262  0.800  -0.532  -0.1734
C  3.745  2.076  -0.716  -0.2530
C  2.839  3.119  -0.726  0.0333
N  1.531  3.003  -0.548  -0.4029
C  1.071  1.758  -0.364  0.0278
C  1.801  -1.782  -1.212  -0.4946
C  0.918  -2.966  -0.866  0.6831
O  1.165  -4.122  -1.093  -0.5608
N  -0.195  -2.494  -0.202  -0.6476
C  -0.152  -1.012  0.068  0.1624
C  -0.730  -0.917  1.499  -0.5639
S  -0.269  0.544  2.469  0.1952
C  -1.801  1.466  2.838  -0.5259
C  -3.073  0.647  2.951  -0.6186
C  -1.113  -0.420  -0.992  -0.1174
C  -1.064  -0.788  -2.330  -0.1669
C  -1.977  -0.254  -3.210  -0.2490
C  -2.914  0.639  -2.731  0.0397
N  -2.990  1.034  -1.465  -0.4173
C  -2.096  0.487  -0.637  0.0836
H  2.974  -2.221  2.917  0.2417
H  3.922  -0.051  -0.514  0.2197
H  4.797  2.258  -0.846  0.2207
H  3.224  4.120  -0.885  0.1897
H  0.016  1.642  -0.199  0.1998
H  2.868  -1.934  -1.154  0.2436
H  1.583  -1.269  -2.145  0.2357
H  -1.075  -2.852  -0.540  0.4085
H  -1.802  -1.054  1.431  0.2348
H  -0.353  -1.773  2.042  0.2558
H  -1.620  1.908  3.813  0.2313
H  -1.911  2.303  2.154  0.2108
H  -3.072  0.021  3.836  0.2163
H  -3.302  0.050  2.075  0.2009
H  -3.906  1.339  3.069  0.2215
H  -0.361  -1.508  -2.710  0.2178
H  -1.996  -0.527  -4.252  0.2243
H  -3.637  1.052  -3.424  0.1944
H  -2.144  0.800  0.395  0.1822

Its HOMO energy is -8.63 eV. The value obtained for the energy is -37362.145 eV. The energy relative to the best compared isomer or geometry (same formula, charge and spin) comes out at 94.8 kcal per mole. The HOMO-LUMO gap comes out at 9.18 eV.

[2]
Density functional theory data (ωB97M-V/def2-TZVPD) for a structure of composition C19H21O4STi in a non-equilibrium geometry.

Each line ends with the Löwdin spin population.
Cartesian coordinates (Å):
C  0.819  -1.805  2.757  0.0072
C  -0.457  -2.314  2.273  0.0106
C  -0.584  -2.011  0.874  0.0189
H  -1.237  -2.746  2.902  -0.0002
C  0.610  -1.378  0.493  -0.0023
C  1.485  -1.259  1.606  -0.0033
H  2.461  -0.768  1.692  0.0000
H  1.088  -1.637  3.825  0.0025
H  -1.414  -2.294  0.208  0.0047
H  0.760  -1.126  -0.533  0.0002
C  -0.728  2.103  1.424  0.0131
C  -0.248  2.071  2.824  0.0137
C  1.086  1.502  2.813  0.0114
H  -0.884  2.340  3.677  0.0001
C  1.442  1.328  1.438  -0.0059
C  0.321  1.606  0.609  0.0009
H  0.251  1.641  -0.475  0.0008
H  -1.539  2.699  1.017  0.0031
H  1.700  1.245  3.695  0.0033
H  2.445  0.971  1.193  -0.0002
Ti  -0.345  -0.053  2.154  0.9074
O  0.127  -0.150  -2.400  0.0003
C  -1.186  -0.673  -2.780  0.0002
C  0.050  -0.933  -3.642  0.0000
H  -1.544  -1.485  -2.089  0.0000
H  -1.902  0.086  -3.180  0.0000
H  0.381  -1.972  -3.626  0.0000
H  1.154  -1.834  -5.935  0.0000
C  0.847  -0.804  -6.031  0.0000
C  0.246  -0.209  -4.903  0.0000
C  -0.138  1.120  -4.996  0.0000
H  -0.543  1.621  -4.133  0.0000
C  -0.030  1.815  -6.191  0.0000
H  -0.384  2.839  -6.272  0.0000
C  0.512  1.193  -7.312  0.0000
H  0.573  1.711  -8.264  0.0000
C  0.990  -0.121  -7.229  0.0000
H  1.422  -0.626  -8.098  0.0000
C  -0.356  -0.330  6.993  0.0003
S  -1.530  -0.089  5.658  0.0016
O  -2.530  -1.127  5.866  0.0002
O  -2.019  1.281  5.802  0.0002
O  -0.824  -0.238  4.317  0.0111
H  -0.890  -0.180  7.946  0.0001
H  0.513  0.356  7.001  0.0000
H  0.028  -1.365  7.036  0.0000

Its HOMO energy (spin up / spin down) is -8.49 / -8.75 eV. As for the spin multiplicity: 2. The value obtained for the energy is -62182.399 eV. Its expectation value of S² is 0.755. The energy relative to the best compared isomer or geometry (same formula, charge and spin) comes out at 16.0 kcal per mole. The HOMO-LUMO gap (spin up / spin down) comes out at 8.40 / 8.51 eV.

[3]
Density functional theory data (ωB97M-V/def2-TZVPD) for a structure of composition C7H8 in a non-equilibrium geometry.

Each line ends with the natural charge from an NBO analysis.
Cartesian coordinates (Å):
C  -1.483  0.941  -0.180  -0.1990
C  -0.271  0.956  -0.687  -0.2484
C  0.078  -1.648  -0.673  -0.1361
C  -0.599  -1.131  0.343  0.0052
C  -1.748  -0.318  0.652  -0.4869
C  0.441  -0.206  -0.316  -0.0672
C  2.225  0.274  0.272  -0.6180
H  -2.095  1.778  -0.496  0.2178
H  0.131  1.746  -1.274  0.2144
H  0.583  -2.490  -1.016  0.2255
H  -1.912  0.128  1.593  0.2471
H  -2.744  -0.915  0.520  0.2442
H  2.916  -0.279  -0.361  0.2079
H  2.364  -0.124  1.352  0.1998
H  2.114  1.286  0.271  0.1936

Its HOMO energy is -7.74 eV. The value obtained for the energy is -7382.292 eV. The energy relative to the best compared isomer or geometry (same formula, charge and spin) comes out at 148.8 kcal per mole. The HOMO-LUMO gap comes out at 8.39 eV.

[4]
Density functional theory data (ωB97M-V/def2-TZVPD) for a cluster of 5 separate species, C17H35FNO16PS in total in a non-equilibrium geometry.

Each line ends with the Löwdin charge.
Cartesian coordinates (Å):
C  -7.234  1.402  0.768  -0.1833
C  -6.482  0.274  -0.100  -0.5406
S  -5.019  0.880  -1.062  0.8359
C  -3.676  1.478  0.068  -0.3889
C  -2.593  0.353  0.488  -0.4678
F  -1.300  1.043  0.492  -0.0356
O  -2.457  -0.739  -0.424  -0.0057
C  -3.231  -1.879  -0.048  -0.2135
O  -4.205  -2.271  -0.751  0.0166
P  -2.945  -0.086  2.304  0.7266
N  -4.524  -0.355  2.554  -0.1588
O  -2.556  1.301  3.217  -0.1848
O  -1.960  -1.355  2.901  -0.2047
H  -7.820  2.161  0.140  0.0741
H  -8.025  0.849  1.408  0.0792
H  -6.545  1.934  1.518  0.0633
H  -7.265  -0.135  -0.845  0.0904
H  -6.239  -0.585  0.618  0.0542
H  -4.143  1.866  1.050  0.0784
H  -3.138  2.334  -0.491  0.1119
H  -2.996  -2.552  0.861  0.1559
H  -4.584  -1.300  2.983  -0.0023
H  -3.060  1.289  4.061  0.0882
H  -2.487  -2.152  3.141  0.0813
C  0.754  0.182  3.039  -0.0618
O  2.088  0.617  3.302  0.0068
C  2.740  1.078  2.222  -0.5774
O  2.296  1.145  1.101  0.1171
O  3.973  1.450  2.607  -0.0152
C  4.786  1.965  1.552  -0.0370
H  0.326  -0.168  3.979  0.0902
H  0.144  1.009  2.669  0.0786
H  0.752  -0.648  2.329  0.0989
H  4.338  2.864  1.123  0.0987
H  4.945  1.206  0.783  0.1062
H  5.754  2.232  1.978  0.0921
C  3.235  2.393  -1.764  -0.0423
O  4.564  2.160  -2.235  -0.0058
C  4.870  2.811  -3.370  -0.5992
O  4.136  3.543  -3.988  0.1209
O  6.138  2.505  -3.697  -0.0049
C  6.601  3.131  -4.891  -0.0503
H  3.100  1.820  -0.846  0.0554
H  3.088  3.451  -1.535  0.1032
H  2.501  2.051  -2.497  0.1029
H  6.588  4.218  -4.787  0.0976
H  6.001  2.818  -5.748  0.0981
H  7.631  2.813  -5.056  0.0924
C  -5.395  -2.981  -3.067  -0.0656
O  -5.948  -3.707  -4.166  0.0030
C  -6.862  -3.024  -4.873  -0.5983
O  -7.231  -1.895  -4.654  0.1182
O  -7.297  -3.817  -5.869  -0.0048
C  -8.280  -3.216  -6.709  -0.0512
H  -4.672  -3.627  -2.570  0.0812
H  -4.875  -2.087  -3.417  0.1012
H  -6.174  -2.718  -2.348  0.0937
H  -7.875  -2.331  -7.204  0.0977
H  -9.174  -2.963  -6.134  0.0972
H  -8.556  -3.944  -7.473  0.0922
C  6.032  -0.029  4.578  -0.0391
O  7.325  -0.519  4.934  0.0012
C  7.956  -1.174  3.946  -0.5976
O  7.525  -1.367  2.834  0.1208
O  9.151  -1.578  4.410  -0.0029
C  9.936  -2.295  3.460  -0.0489
H  5.617  0.482  5.448  0.1002
H  6.104  0.689  3.759  0.0740
H  5.367  -0.854  4.312  0.1033
H  10.163  -1.666  2.595  0.0982
H  9.426  -3.209  3.149  0.0980
H  10.875  -2.570  3.942  0.0930

Its HOMO energy is -8.82 eV. The value obtained for the energy is -75286.651 eV. The HOMO-LUMO gap comes out at 8.56 eV.

[5]
Density functional theory data (ωB97M-V/def2-TZVPD) for a cluster of 9 separate species, C14H39FO11 in total in a non-equilibrium geometry.

Each line ends with the natural charge from an NBO analysis.
Cartesian coordinates (Å):
O  -5.670  1.698  -4.100  -0.5729
C  -6.326  2.697  -4.114  0.9587
O  -6.511  3.582  -5.050  -0.4714
C  -7.421  4.596  -4.602  -0.1283
C  -7.270  4.463  -3.142  0.4345
F  -8.433  4.647  -2.485  -0.3194
O  -6.871  3.078  -2.983  -0.4752
H  -7.206  5.560  -5.062  0.2165
H  -8.437  4.303  -4.868  0.2016
H  -6.530  5.206  -2.845  0.1560
C  -0.032  -1.338  -1.219  -0.4353
C  1.314  -1.254  -0.598  -0.4486
C  0.907  -1.241  0.918  -0.0662
O  -0.247  -0.445  0.898  -0.5485
C  -0.689  -0.217  -0.439  -0.0667
H  -0.540  -2.293  -1.083  0.2107
H  0.017  -1.157  -2.293  0.2186
H  2.061  -0.559  -0.982  0.2207
H  1.824  -2.163  -0.918  0.2111
H  1.623  -0.696  1.533  0.1805
H  0.731  -2.243  1.309  0.1700
H  -0.313  0.766  -0.720  0.1622
H  -1.777  -0.159  -0.458  0.1921
C  -0.790  -1.114  7.412  -0.2353
O  0.012  -0.003  7.423  -0.7157
H  -0.308  -1.918  7.969  0.1758
H  -1.740  -0.871  7.888  0.1535
H  -0.951  -1.406  6.374  0.1548
H  -0.308  0.580  6.731  0.4667
C  6.544  -0.755  -4.553  -0.2593
O  6.971  -1.504  -5.679  -0.7148
H  5.507  -0.996  -4.315  0.1616
H  7.173  -0.886  -3.673  0.1623
H  6.415  0.325  -4.627  0.1790
H  6.583  -2.372  -5.547  0.4708
C  0.597  3.635  -5.554  -0.2525
O  0.313  5.024  -5.524  -0.7243
H  1.499  3.334  -5.022  0.1634
H  -0.208  3.103  -5.047  0.1787
H  0.536  3.232  -6.565  0.1669
H  0.742  5.482  -6.251  0.4677
C  -4.711  -1.996  3.218  -0.2503
O  -6.040  -1.504  3.024  -0.7239
H  -3.973  -1.198  3.308  0.1586
H  -4.627  -2.406  4.225  0.1611
H  -4.408  -2.637  2.391  0.1898
H  -6.298  -0.968  3.777  0.4643
C  0.373  4.273  3.761  -0.2449
O  -0.370  3.154  4.124  -0.7253
H  1.445  4.076  3.750  0.1518
H  0.250  4.560  2.717  0.1585
H  0.267  5.128  4.428  0.1856
H  -0.266  2.440  3.491  0.4742
C  4.094  -6.323  -3.538  -0.2518
O  4.843  -5.528  -4.489  -0.7410
H  4.329  -7.379  -3.666  0.1630
H  4.360  -6.168  -2.493  0.1906
H  3.022  -6.260  -3.725  0.1673
H  4.750  -5.832  -5.395  0.4724
C  4.844  -2.363  6.885  -0.2495
O  5.613  -2.380  8.099  -0.7205
H  4.986  -1.419  6.360  0.1827
H  5.148  -3.168  6.217  0.1596
H  3.787  -2.519  7.101  0.1651
H  5.790  -3.304  8.292  0.4623

Its HOMO energy is -9.62 eV. The value obtained for the energy is -40384.489 eV. The energy relative to the best compared isomer or geometry (same formula, charge and spin) comes out at 0.0 kcal per mole. The HOMO-LUMO gap comes out at 9.94 eV.